Entry 1:
ORCA calculation (ωB97M-V/def2-TZVPD) on C31H47BrN2P2Ru as an isolated structure.

```
84
Properties=species:S:1:pos:R:3
N -0.86 2.68 -6.65
C 0.42 2.49 -6.32
C 0.81 2.12 -5.02
C -0.20 1.86 -4.05
C -1.55 2.08 -4.43
C -1.81 2.49 -5.75
C 0.14 1.10 -2.83
Ru 0.24 0.75 -0.55
P -0.44 -2.71 2.61
C -0.87 0.34 -2.11
C -0.66 -1.12 -2.02
C -1.81 -1.87 -1.72
C -1.83 -3.23 -1.93
C -0.63 -3.86 -2.28
C 0.51 -3.14 -2.65
C 0.50 -1.76 -2.51
Br -0.65 -5.70 -2.41
H 1.20 0.81 -2.82
H -1.90 0.69 -2.05
H 1.86 1.97 -4.80
H -2.39 1.88 -3.76
H 1.17 2.65 -7.10
H -2.83 2.68 -6.07
H -2.69 -1.30 -1.39
H 1.37 -1.17 -2.76
H -2.72 -3.84 -1.76
H 1.41 -3.64 -3.01
P -1.25 1.69 0.72
C 0.22 -4.17 1.72
C -0.43 -5.50 2.12
H 1.30 -4.18 1.91
H 0.03 -3.96 0.66
H 0.05 -6.32 1.56
H -0.31 -5.72 3.19
H -1.50 -5.55 1.88
C -1.88 -2.31 1.57
C -3.12 -2.94 2.21
H -1.68 -2.70 0.57
H -1.95 -1.22 1.51
H -4.03 -2.66 1.66
H -3.06 -4.04 2.23
H -3.23 -2.60 3.26
C 0.89 -1.49 2.61
C 1.60 -1.58 3.98
H 0.45 -0.49 2.43
H 1.56 -1.75 1.77
H 2.03 -0.61 4.27
H 0.88 -1.88 4.75
H 2.40 -2.32 3.97
C -0.70 1.89 2.48
C -0.88 3.22 3.22
H 0.36 1.59 2.50
H -1.26 1.11 3.02
H -0.29 4.03 2.78
H -1.93 3.55 3.28
H -0.54 3.09 4.25
C -2.96 1.01 0.84
C -4.18 1.84 0.44
H -3.06 0.71 1.90
H -2.92 0.07 0.26
H -4.21 2.80 0.96
H -4.22 2.01 -0.64
H -5.08 1.29 0.72
C -1.42 3.40 0.12
C -0.14 3.77 -0.60
H -1.61 4.02 1.00
H -2.31 3.46 -0.53
H -0.39 4.35 -1.50
H 0.55 4.37 0.02
H 0.44 2.86 -0.92
C 6.36 1.09 1.39
C 4.91 1.05 1.03
C 4.40 -0.01 0.29
C 3.06 0.00 -0.10
N 2.23 1.02 0.20
C 2.72 2.04 0.96
C 4.04 2.08 1.39
H 6.77 0.07 1.31
H 6.93 1.72 0.69
H 6.50 1.48 2.40
H 5.05 -0.83 0.01
H 2.64 -0.82 -0.68
H 2.00 2.84 1.18
H 4.41 2.91 1.97
```

- gap between HOMO and LUMO (alpha / beta) (Eh) = 0.1859 / 0.1533
- highest occupied orbital energy (alpha / beta) (eV) = -18.67 / -18.96
- 2S+1 = 5
- charge = +4
- total energy (a.u.) = -4668.86862

=====

Entry 2:
ORCA calculation (ωB97M-V/def2-TZVPD) on C47H64AuGeNO3PSSi as an isolated structure.

```
120
Properties=species:S:1:pos:R:3
Au -0.07 -0.76 -1.13
C 4.86 0.84 2.91
Si 4.10 -0.88 2.60
C 2.57 -1.14 3.70
C 5.34 -2.30 2.93
C 3.75 -0.89 0.72
C 4.81 -0.91 -0.17
C 4.60 -0.84 -1.54
C 3.29 -0.85 -2.01
N 2.27 -0.87 -1.17
C 2.48 -0.83 0.15
S 0.99 -0.59 1.00
H 5.20 0.93 3.94
H 4.13 1.63 2.74
H 5.71 1.04 2.27
H 2.87 -1.17 4.75
H 2.06 -2.07 3.48
H 1.86 -0.34 3.59
H 5.56 -2.35 3.99
H 6.28 -2.15 2.41
H 4.95 -3.26 2.62
H 5.82 -0.96 0.20
H 5.43 -0.80 -2.23
H 3.06 -0.82 -3.06
O -1.39 -2.61 -0.59
C -1.78 -2.70 -1.80
O -1.45 -1.84 -2.62
C -2.64 -3.88 -2.16
C -2.31 -5.01 -1.21
Ge -2.39 -4.39 0.74
C -0.75 -5.09 1.64
C -0.78 -6.24 2.41
C 0.37 -6.68 3.05
C 1.54 -5.96 2.95
C 1.59 -4.82 2.17
C 0.44 -4.39 1.52
C -2.79 -2.72 1.86
C -4.08 -2.22 1.92
C -4.36 -1.14 2.73
C -3.36 -0.56 3.49
C -2.07 -1.06 3.43
C -1.79 -2.15 2.61
C -4.08 -5.36 1.36
C -5.01 -5.86 0.46
C -6.08 -6.61 0.92
C -6.23 -6.83 2.28
C -5.33 -6.29 3.18
C -4.25 -5.55 2.72
H -2.49 -4.15 -3.20
H -3.69 -3.57 -2.05
H -1.29 -5.34 -1.37
H -2.97 -5.86 -1.34
H -1.70 -6.81 2.51
H 0.33 -7.59 3.64
H 2.43 -6.30 3.46
H 2.50 -4.25 2.06
H 0.46 -3.49 0.91
H -4.88 -2.68 1.35
H -5.36 -0.74 2.78
H -3.57 0.26 4.15
H -1.28 -0.62 4.02
H -0.78 -2.53 2.58
H -4.91 -5.67 -0.60
H -6.79 -7.01 0.21
H -7.08 -7.40 2.63
H -5.46 -6.44 4.24
H -3.55 -5.12 3.42
O 0.55 1.39 -1.93
P 0.41 2.88 -1.90
C -1.30 3.29 -2.53
C -2.32 2.24 -2.06
C -3.01 2.60 -0.75
C -3.70 3.96 -0.90
C -2.64 5.03 -1.14
C -1.82 4.73 -2.40
C 1.78 3.56 -2.98
C 1.76 5.03 -3.40
C 0.97 5.32 -4.67
C 1.45 4.43 -5.81
C 1.27 2.97 -5.43
C 2.08 2.64 -4.17
C 0.77 3.43 -0.16
C 0.85 4.92 0.12
C 1.39 5.11 1.54
C 2.88 4.74 1.58
C 3.21 3.68 0.52
C 2.04 2.72 0.33
H -1.12 3.09 -3.60
H -1.82 1.27 -1.97
H -3.08 2.14 -2.84
H -2.27 2.65 0.06
H -3.74 1.83 -0.50
H -4.27 4.20 -0.01
H -4.38 3.92 -1.75
H -2.00 5.08 -0.26
H -3.11 6.01 -1.27
H -0.99 5.43 -2.46
H -2.47 4.91 -3.26
H 2.61 3.42 -2.27
H 2.80 5.33 -3.57
H 1.38 5.66 -2.59
H 1.10 6.37 -4.94
H -0.09 5.14 -4.51
H 2.51 4.63 -6.01
H 0.89 4.65 -6.72
H 1.61 2.32 -6.24
H 0.22 2.76 -5.25
H 3.14 2.74 -4.42
H 1.89 1.61 -3.87
H -0.09 3.01 0.39
H -0.13 5.38 0.04
H 1.51 5.43 -0.58
H 0.82 4.47 2.22
H 1.26 6.14 1.86
H 3.12 4.36 2.57
H 3.49 5.62 1.40
H 4.09 3.12 0.82
H 3.45 4.17 -0.43
H 1.84 2.22 1.28
H 2.33 1.93 -0.38
```

- gap between HOMO and LUMO (alpha / beta) (Eh) = 0.1504 / 0.1590
- highest occupied orbital energy (alpha / beta) (eV) = -10.40 / -10.46
- charge = +1
- total energy (a.u.) = -5351.26415

=====

Entry 3:
ORCA calculation (ωB97M-V/def2-TZVPD) on a 7-piece molecular cluster, C30H46BrClF18O13P3 overall.

```
112
Properties=species:S:1:pos:R:3
C -3.94 -1.66 -5.23
C -4.22 -2.72 -4.14
C -3.34 -2.62 -2.85
Br -2.46 -4.32 -2.35
P -2.01 -1.31 -2.87
P -0.13 -1.97 -3.86
O -0.41 -2.34 -5.46
Cl 1.10 -0.26 -3.92
P -1.46 -1.01 -0.75
C 0.41 -0.84 -0.60
C -2.13 0.63 -0.15
C -2.97 1.43 -1.18
H -4.19 -0.63 -4.93
H -2.91 -1.67 -5.62
H -4.59 -1.90 -6.09
H -4.18 -3.75 -4.52
H -5.27 -2.57 -3.82
H -4.01 -2.38 -2.01
H -2.42 -0.07 -3.42
H -0.72 -1.53 -5.88
H 0.63 -1.12 0.44
H 0.76 0.19 -0.77
H 0.96 -1.55 -1.24
H -2.79 0.40 0.70
H -1.33 1.28 0.26
H -3.83 0.81 -1.50
H -2.38 1.78 -2.04
H -3.43 2.30 -0.67
C -8.27 -2.16 0.95
C -9.16 -1.46 -0.05
O -8.46 -0.39 -0.72
C -7.61 -0.75 -1.66
O -7.37 -1.88 -1.99
C -6.96 0.47 -2.29
F -6.50 1.32 -1.37
F -7.82 1.15 -3.04
F -5.93 0.13 -3.07
H -7.86 -1.45 1.66
H -8.83 -2.92 1.49
H -7.43 -2.65 0.46
H -10.00 -1.00 0.46
H -9.58 -2.15 -0.79
C 4.56 -1.33 -2.32
C 4.31 -2.19 -1.10
O 5.54 -2.57 -0.46
C 6.12 -1.62 0.26
O 5.69 -0.51 0.40
C 7.39 -2.14 0.91
F 8.17 -2.77 0.03
F 7.11 -3.01 1.88
F 8.11 -1.17 1.44
H 5.23 -1.84 -3.02
H 3.62 -1.11 -2.83
H 5.03 -0.39 -2.05
H 3.83 -3.12 -1.40
H 3.65 -1.70 -0.38
C -9.06 3.97 2.47
C -10.10 3.60 3.51
O -10.31 2.18 3.56
C -9.37 1.48 4.19
O -8.39 1.93 4.69
C -9.73 0.00 4.19
F -10.09 -0.43 2.98
F -10.76 -0.24 5.01
F -8.72 -0.76 4.60
H -9.34 3.57 1.50
H -8.96 5.05 2.40
H -8.08 3.55 2.73
H -11.06 4.04 3.24
H -9.84 3.98 4.50
C 11.24 -4.42 0.79
C 10.22 -4.86 1.83
O 10.05 -6.29 1.83
C 11.03 -6.98 2.41
O 12.00 -6.51 2.92
C 10.71 -8.47 2.36
F 10.35 -8.86 1.14
F 9.70 -8.77 3.18
F 11.75 -9.21 2.72
H 10.97 -4.79 -0.19
H 11.31 -3.33 0.76
H 12.23 -4.82 1.02
H 9.25 -4.44 1.58
H 10.48 -4.51 2.83
C 6.07 1.37 2.99
C 5.11 2.41 2.45
O 4.83 3.43 3.42
C 5.78 4.34 3.60
O 6.82 4.36 3.01
C 5.35 5.37 4.63
F 4.88 4.79 5.74
F 4.39 6.15 4.14
F 6.35 6.15 4.99
H 5.70 0.94 3.92
H 6.22 0.57 2.26
H 7.05 1.81 3.21
H 4.15 1.93 2.23
H 5.47 2.86 1.53
C -1.88 6.23 -1.83
C -1.24 5.38 -2.92
O 0.19 5.41 -2.84
C 0.74 4.68 -1.88
O 0.14 4.01 -1.10
C 2.26 4.79 -1.93
F 2.66 6.05 -2.00
F 2.74 4.15 -2.99
F 2.82 4.26 -0.85
H -1.50 7.25 -1.88
H -2.96 6.25 -1.95
H -1.65 5.84 -0.84
H -1.50 5.79 -3.90
H -1.60 4.35 -2.89
```

- gap between HOMO and LUMO (Eh) = 0.3145
- highest occupied orbital energy (eV) = -12.29
- charge = +1
- total energy (a.u.) = -8004.58177

=====

Taking the records one at a time from the top gives relative energy (zero: lowest compared OMol25 entry of this formula, charge and spin) values of 8.5; 65.0; 0.0 kcal/mol.